# 1
DFT (ωB97M-V with the def2-TZVPD basis set) results for a structure of composition C37H49BI2N6O2PS4Zr.

Positions of all 103 atoms, in Å:
1 Zr -0.50 -0.15 0.56
2 I 4.98 4.35 3.82
3 C 3.74 2.90 2.98
4 C 3.91 1.57 3.32
5 C 3.09 0.60 2.75
6 I 3.35 -1.38 3.28
7 C 2.11 0.97 1.83
8 O 1.33 0.05 1.22
9 C 1.92 2.32 1.52
10 C 0.79 2.74 0.62
11 N -0.50 2.10 1.01
12 C -0.93 2.53 2.36
13 C -1.13 1.39 3.32
14 C -1.65 1.63 4.58
15 C -1.69 0.60 5.49
16 C -1.20 -0.65 5.12
17 C -0.75 -0.82 3.83
18 N -0.75 0.17 2.92
19 C 2.74 3.28 2.10
20 H 4.67 1.27 4.02
21 H 0.98 2.50 -0.43
22 H 0.67 3.82 0.68
23 H -1.22 2.49 0.38
24 H -1.86 3.10 2.24
25 H -0.18 3.19 2.79
26 H -1.99 2.63 4.83
27 H -2.08 0.76 6.49
28 H -1.17 -1.48 5.81
29 H -0.38 -1.78 3.49
30 H 2.59 4.32 1.86
31 C -3.24 -1.25 -2.05
32 N -3.30 0.15 -2.41
33 C -4.41 0.76 -2.97
34 C -4.02 2.01 -3.32
35 N -2.70 2.17 -2.98
36 B -1.82 3.37 -3.47
37 N -1.16 4.19 -2.30
38 C -0.03 4.94 -2.57
39 C 0.23 5.72 -1.50
40 N -0.74 5.44 -0.56
41 C -0.88 6.11 0.71
42 C -1.59 4.50 -1.07
43 S -2.91 3.81 -0.23
44 C -2.29 1.03 -2.42
45 S -0.66 0.82 -1.86
46 H -4.14 -1.53 -1.49
47 H -2.37 -1.43 -1.43
48 H -3.16 -1.87 -2.94
49 H -5.35 0.26 -3.06
50 H -4.57 2.82 -3.77
51 H -2.56 4.08 -4.10
52 H -0.91 2.93 -4.13
53 H 0.47 4.86 -3.52
54 H 1.01 6.45 -1.33
55 H -1.04 7.18 0.56
56 H 0.01 5.97 1.32
57 H -1.74 5.69 1.22
58 C -4.90 -2.50 2.41
59 O -4.60 -1.19 1.89
60 C -3.42 -0.94 1.39
61 S -2.21 -2.14 1.28
62 S -3.12 0.60 0.81
63 H -5.89 -2.41 2.85
64 H -4.16 -2.79 3.16
65 H -4.91 -3.23 1.60
66 C -0.25 -2.67 -3.45
67 C 0.47 -3.36 -2.28
68 C -0.58 -4.11 -1.45
69 C 1.46 -4.38 -2.84
70 P 1.26 -2.09 -1.13
71 C 1.86 -3.18 0.22
72 C 0.95 -3.33 1.27
73 C 1.15 -4.20 2.32
74 C 2.31 -4.96 2.35
75 C 3.23 -4.84 1.32
76 C 3.00 -3.98 0.26
77 C 2.71 -1.25 -1.98
78 C 3.98 -2.09 -2.17
79 C 3.12 -0.04 -1.13
80 C 2.28 -0.74 -3.36
81 H -1.02 -3.34 -3.85
82 H 0.43 -2.45 -4.27
83 H -0.73 -1.73 -3.16
84 H -1.20 -4.71 -2.13
85 H -1.25 -3.45 -0.90
86 H -0.12 -4.79 -0.73
87 H 0.89 -5.17 -3.35
88 H 2.05 -4.86 -2.06
89 H 2.13 -3.94 -3.58
90 H 0.02 -2.78 1.20
91 H 0.40 -4.30 3.10
92 H 2.49 -5.65 3.17
93 H 4.13 -5.44 1.33
94 H 3.72 -3.97 -0.55
95 H 4.49 -2.28 -1.23
96 H 4.68 -1.49 -2.77
97 H 3.82 -3.02 -2.70
98 H 3.41 -0.33 -0.12
99 H 2.33 0.71 -1.08
100 H 3.99 0.43 -1.61
101 H 2.30 -1.53 -4.11
102 H 2.99 0.02 -3.68
103 H 1.29 -0.28 -3.37

Kohn-Sham gap, eV: 6.495
Maximum force, eV/Å: 0.44
Net charge: +1
HOMO level, eV: -9.537
Energy above the lowest of the compared OMol25 structures with the same formula, charge and spin, kJ/mol: 0.0

# 2
DFT (ωB97M-V with the def2-TZVPD basis set) results for a structure of composition C37H49BrIN9O5PPb.

Positions of all 104 atoms, in Å:
1 Pb 0.71 0.36 1.16
2 N 0.14 -1.98 2.52
3 C -0.35 -1.76 3.88
4 C 0.61 -0.83 4.62
5 N 0.69 0.47 3.93
6 H -0.55 -2.41 1.91
7 H 0.97 -2.57 2.54
8 H -0.46 -2.68 4.45
9 H -1.34 -1.28 3.82
10 H 1.60 -1.28 4.62
11 H 0.28 -0.73 5.66
12 H 1.47 1.02 4.28
13 H -0.16 1.00 4.09
14 O 2.62 0.10 -0.63
15 C 2.60 0.33 -1.84
16 C 1.69 1.15 -2.58
17 C 1.91 1.22 -3.97
18 C 1.17 2.05 -4.77
19 C 0.18 2.88 -4.20
20 C -0.07 2.82 -2.86
21 C 0.62 1.92 -1.98
22 O 0.27 1.86 -0.77
23 N 1.42 2.09 -6.19
24 O 2.23 1.30 -6.65
25 O 0.80 2.90 -6.85
26 H 3.40 -0.12 -2.45
27 H 2.69 0.62 -4.42
28 H -0.36 3.56 -4.84
29 H -0.82 3.45 -2.41
30 N -0.50 3.78 2.26
31 C 0.85 3.81 1.92
32 C 1.46 5.08 1.93
33 C 2.78 5.21 1.58
34 C 3.49 4.06 1.21
35 C 2.82 2.86 1.24
36 N 1.54 2.72 1.61
37 C -1.55 2.89 2.08
38 C -2.84 3.44 2.19
39 C -3.94 2.63 2.07
40 C -3.75 1.26 1.87
41 C -2.46 0.80 1.77
42 N -1.38 1.59 1.86
43 H -0.84 4.70 2.48
44 H 0.87 5.96 2.19
45 H 3.25 6.18 1.57
46 H 4.52 4.12 0.90
47 H 3.31 1.94 0.93
48 H -2.97 4.51 2.34
49 H -4.94 3.04 2.13
50 H -4.59 0.58 1.78
51 H -2.26 -0.24 1.58
52 O -0.83 -1.21 -0.17
53 P -1.82 -1.72 -1.17
54 N -3.07 -0.66 -1.39
55 C -2.67 0.70 -1.83
56 C -3.97 1.31 -2.32
57 C -4.65 0.12 -2.99
58 C -4.36 -1.02 -2.02
59 N -1.06 -2.04 -2.60
60 C -1.79 -2.60 -3.75
61 C -0.70 -3.28 -4.58
62 C 0.57 -2.52 -4.20
63 C 0.38 -2.31 -2.70
64 N -2.61 -3.12 -0.72
65 C -1.74 -4.29 -0.54
66 C -2.58 -5.22 0.34
67 C -3.31 -4.25 1.27
68 C -3.61 -3.05 0.36
69 H -1.94 0.64 -2.65
70 H -2.20 1.24 -1.00
71 H -3.79 2.15 -3.00
72 H -4.56 1.66 -1.47
73 H -4.19 -0.07 -3.97
74 H -5.72 0.27 -3.14
75 H -4.31 -2.00 -2.51
76 H -5.13 -1.06 -1.25
77 H -2.27 -1.79 -4.31
78 H -2.57 -3.30 -3.43
79 H -0.92 -3.24 -5.65
80 H -0.61 -4.33 -4.29
81 H 0.60 -1.55 -4.71
82 H 1.48 -3.07 -4.43
83 H 0.94 -1.47 -2.31
84 H 0.66 -3.21 -2.14
85 H -0.80 -4.03 -0.04
86 H -1.50 -4.74 -1.51
87 H -1.97 -5.95 0.87
88 H -3.30 -5.76 -0.28
89 H -2.66 -3.96 2.10
90 H -4.22 -4.68 1.68
91 H -3.55 -2.10 0.90
92 H -4.61 -3.14 -0.07
93 Br 5.86 -2.86 4.46
94 C 6.26 -1.04 4.09
95 C 7.36 -0.48 4.72
96 C 7.70 0.84 4.49
97 C 6.92 1.61 3.65
98 C 5.81 1.06 3.03
99 C 5.48 -0.27 3.24
100 I 3.83 -1.09 2.21
101 H 7.96 -1.09 5.39
102 H 8.57 1.26 4.98
103 H 7.17 2.65 3.47
104 H 5.20 1.67 2.37

Kohn-Sham gap, eV: 7.924
Maximum force, eV/Å: 0.74
Net charge: +1
HOMO level, eV: -10.069

# 3
DFT (ωB97M-V with the def2-TZVPD basis set) results for a structure of composition C37H49CoO6P2SSi in a non-equilibrium geometry.

Positions of all 97 atoms, in Å:
1 Co -0.05 0.02 0.03
2 O 1.55 0.18 1.04
3 P 2.02 1.15 2.08
4 C 1.49 2.82 1.56
5 P -0.29 2.99 1.20
6 O -0.75 1.76 0.42
7 C -1.08 3.21 2.80
8 C -0.83 4.35 3.56
9 C -1.44 4.52 4.80
10 C -2.30 3.55 5.29
11 C -2.56 2.41 4.54
12 C -1.95 2.24 3.30
13 C -0.56 4.52 0.31
14 C 0.45 5.46 0.09
15 C 0.17 6.64 -0.59
16 C -1.11 6.90 -1.05
17 C -2.12 5.98 -0.84
18 C -1.85 4.79 -0.16
19 C 3.81 1.21 2.16
20 C 4.52 1.46 0.98
21 C 5.90 1.52 0.98
22 C 6.60 1.32 2.16
23 C 5.91 1.05 3.34
24 C 4.52 0.99 3.33
25 C 1.32 0.85 3.69
26 C 0.62 -0.33 3.91
27 C 0.06 -0.60 5.15
28 C 0.19 0.32 6.18
29 C 0.89 1.51 5.98
30 C 1.45 1.77 4.74
31 H 2.02 3.03 0.63
32 H 1.80 3.55 2.30
33 H -0.17 5.13 3.19
34 H -1.25 5.42 5.38
35 H -2.78 3.68 6.25
36 H -3.23 1.65 4.92
37 H -2.15 1.35 2.72
38 H 1.46 5.29 0.44
39 H 0.96 7.36 -0.77
40 H -1.32 7.82 -1.58
41 H -3.13 6.17 -1.19
42 H -2.64 4.07 0.00
43 H 3.98 1.58 0.04
44 H 6.44 1.70 0.06
45 H 7.69 1.35 2.17
46 H 6.46 0.87 4.26
47 H 4.01 0.75 4.26
48 H 0.50 -1.05 3.09
49 H -0.49 -1.52 5.30
50 H -0.26 0.12 7.15
51 H 0.98 2.22 6.78
52 H 1.99 2.70 4.59
53 C -3.85 0.19 -1.57
54 C -2.86 -0.69 -0.80
55 C -3.09 -2.17 -1.11
56 C -3.14 -0.48 0.68
57 O -1.48 -0.26 -1.03
58 Si -0.68 -0.41 -2.47
59 S 1.22 0.09 -1.90
60 O -0.71 -1.99 -2.94
61 C -0.40 -2.51 -4.23
62 C 1.07 -2.33 -4.62
63 C -1.32 -1.98 -5.34
64 C -0.67 -4.02 -4.09
65 O -1.34 0.54 -3.64
66 C -1.15 1.91 -3.95
67 C -2.39 2.27 -4.79
68 C -1.12 2.85 -2.78
69 C 0.07 2.09 -4.85
70 H -4.88 -0.07 -1.31
71 H -3.75 0.07 -2.65
72 H -3.69 1.25 -1.35
73 H -4.06 -2.50 -0.75
74 H -2.31 -2.78 -0.64
75 H -3.06 -2.37 -2.19
76 H -4.16 -0.75 0.94
77 H -2.97 0.56 0.95
78 H -2.45 -1.08 1.29
79 H 1.31 -1.29 -4.81
80 H 1.31 -2.90 -5.52
81 H 1.72 -2.68 -3.81
82 H -1.07 -0.96 -5.61
83 H -2.36 -2.00 -5.02
84 H -1.22 -2.58 -6.25
85 H -0.06 -4.45 -3.29
86 H -0.46 -4.56 -5.02
87 H -1.71 -4.20 -3.81
88 H -3.31 2.13 -4.21
89 H -2.47 1.61 -5.66
90 H -2.36 3.30 -5.14
91 H -1.96 2.67 -2.12
92 H -1.15 3.88 -3.12
93 H -0.21 2.73 -2.19
94 H 0.06 1.37 -5.67
95 H 1.00 1.94 -4.30
96 H 0.10 3.10 -5.27
97 O -0.40 -1.37 0.92

Kohn-Sham gap (alpha / beta), eV: 6.705 / 7.205
Maximum force, eV/Å: 6.37
HOMO level (alpha / beta), eV: -6.595 / -7.097
Multiplicity: 5
Energy above the lowest of the compared OMol25 structures with the same formula, charge and spin, kJ/mol: 203.4